Density functional theory data (the ωB97M-V functional and the def2-TZVPD basis) for a molecular structure, C26H18ClCoF3NO4P.

Structure (XYZ):
```
55
Properties=species:S:1:pos:R:3:mulliken_spin:R:1
Co 0.00 1.00 0.95 2.692
O 2.20 2.78 4.61 0.000
C 2.00 2.85 3.27 0.002
O 2.79 2.48 2.46 0.001
C 0.67 3.47 2.94 0.001
C 0.08 4.43 3.74 -0.001
C -1.05 5.08 3.25 0.003
C -1.54 4.77 2.00 -0.005
C -0.91 3.74 1.29 0.016
N 0.15 3.11 1.77 0.025
C -1.44 3.26 -0.07 -0.005
O -2.19 4.01 -0.68 0.008
O -1.02 2.10 -0.41 0.046
H 3.06 2.36 4.72 0.000
H 0.51 4.68 4.70 0.000
H -1.54 5.85 3.85 0.000
H -2.38 5.26 1.55 0.000
Cl 2.27 1.38 -0.52 0.027
C 1.98 0.49 -2.00 -0.006
C 2.76 0.83 -3.10 0.000
C 2.58 0.15 -4.29 0.001
C 1.62 -0.86 -4.38 0.000
C 0.86 -1.18 -3.28 -0.001
C 1.03 -0.52 -2.06 0.011
P 0.03 -0.94 -0.59 0.038
C 0.83 -2.42 0.09 -0.001
C 0.37 -2.91 1.30 0.008
C 0.95 -4.02 1.88 -0.001
C 2.04 -4.64 1.27 0.003
C 2.52 -4.14 0.07 -0.001
C 1.93 -3.04 -0.52 0.002
C -1.53 -1.52 -1.31 0.002
C -1.91 -2.85 -1.35 0.003
C -3.14 -3.21 -1.90 -0.002
C -3.99 -2.24 -2.40 0.003
C -3.61 -0.90 -2.36 -0.002
C -2.39 -0.54 -1.81 0.006
H 3.49 1.62 -3.01 -0.001
H 3.18 0.42 -5.15 0.000
H 1.48 -1.38 -5.32 0.000
H 0.11 -1.96 -3.35 0.001
H -0.45 -2.42 1.81 0.003
H 0.58 -4.40 2.83 0.000
H 2.50 -5.50 1.73 0.000
H 3.38 -4.61 -0.40 0.000
H 2.32 -2.66 -1.45 0.001
H -1.25 -3.62 -0.97 0.001
H -3.43 -4.25 -1.93 0.000
H -4.94 -2.51 -2.82 0.000
H -4.27 -0.13 -2.74 0.000
H -2.11 0.51 -1.75 -0.003
F 1.04 0.14 2.29 0.086
C -1.69 0.79 2.17 0.040
F -1.62 0.68 3.45 0.000
F -2.90 1.14 1.89 -0.001
```

Properties
**Charge**: 0
**E_HOMO (spin up / spin down)**: -8.29 / -8.95 eV
**Multiplicity**: 4
**Frontier orbital gap (spin up / spin down)**: 7.6876 / 8.3208 eV

=====

Density functional theory data (the ωB97M-V functional and the def2-TZVPD basis) for a molecular structure, C26H18F2N2O8RuS.

Structure (XYZ):
```
58
Properties=species:S:1:pos:R:3:lowdin_charge:R:1
Ru -0.43 -0.27 0.93 1.577
O -2.66 2.01 2.82 0.161
C -2.15 1.77 1.77 -0.524
O -2.14 0.52 1.26 -0.185
C -1.52 2.83 0.88 -0.084
C -1.44 2.36 -0.57 -0.245
C -1.07 3.50 -1.53 -0.078
C 0.42 3.72 -1.18 -0.078
C 0.66 2.66 -0.11 -0.221
O -0.22 1.58 -0.54 -0.153
C 0.00 3.05 1.22 -0.074
C 0.55 2.17 2.33 -0.527
O 1.38 2.57 3.11 0.131
O 0.11 0.91 2.39 -0.202
H -2.10 3.74 0.99 0.163
H -2.27 1.73 -0.88 0.152
H -1.69 4.38 -1.36 0.121
H -1.19 3.17 -2.56 0.119
H 0.63 4.72 -0.79 0.122
H 1.06 3.55 -2.05 0.119
H 1.68 2.30 -0.02 0.156
H 0.24 4.08 1.51 0.160
F -1.25 -2.24 5.80 0.081
C -1.41 -2.37 4.48 -0.256
C -0.83 -1.45 3.64 0.007
C -1.02 -1.61 2.27 -0.149
C -1.78 -2.67 1.77 -0.106
C -2.34 -3.57 2.67 -0.209
F -3.09 -4.59 2.22 0.071
C -2.17 -3.45 4.03 0.072
C -2.05 -2.63 0.34 -0.164
C -2.65 -3.61 -0.45 0.024
C -2.86 -3.37 -1.79 -0.026
C -2.50 -2.14 -2.34 -0.030
C -1.89 -1.22 -1.52 -0.116
N -1.64 -1.47 -0.23 -0.036
H -0.26 -0.62 4.04 0.118
H -2.62 -4.15 4.72 0.134
H -2.93 -4.55 0.00 0.114
H -3.30 -4.13 -2.41 0.117
H -2.65 -1.91 -3.38 0.118
H -1.55 -0.26 -1.90 0.098
O 1.17 -2.67 -2.58 -0.271
S 1.26 -1.27 -2.31 0.663
O 0.50 -0.37 -3.14 -0.291
N 0.99 -0.98 -0.70 -0.103
C 2.06 -0.41 -0.14 -0.537
O 1.96 -0.08 1.05 0.034
C 3.22 -0.17 -1.02 -0.133
C 4.41 0.47 -0.75 0.013
C 5.32 0.58 -1.79 -0.052
C 5.04 0.05 -3.05 -0.054
C 3.83 -0.59 -3.32 -0.022
C 2.94 -0.69 -2.27 -0.200
H 4.61 0.86 0.24 0.130
H 6.27 1.08 -1.63 0.110
H 5.77 0.15 -3.84 0.110
H 3.61 -1.00 -4.29 0.126
```

Properties
**Charge**: 0
**E_HOMO (spin up / spin down)**: -8.88 / -8.87 eV
**Frontier orbital gap (spin up / spin down)**: 6.9311 / 6.9483 eV

=====

Density functional theory data (the ωB97M-V functional and the def2-TZVPD basis) for a molecular structure, C26H18N6ReS8Sb.

Structure (XYZ):
```
60
Properties=species:S:1:pos:R:3:lowdin_charge:R:1
Re -0.10 -0.04 -0.16 1.110
N -0.39 3.59 0.75 0.142
C -0.96 2.69 1.54 -0.637
N -0.90 1.37 1.41 -0.096
C -1.61 0.74 2.40 -0.357
C -2.22 1.58 3.30 -0.289
S -1.90 3.21 2.94 1.198
C -1.63 -0.70 2.42 -0.358
C -2.23 -1.51 3.35 -0.289
S -1.91 -3.16 3.05 1.196
C -0.95 -2.69 1.65 -0.628
N -0.92 -1.37 1.44 -0.089
N -0.31 -3.61 0.96 0.139
H 0.00 3.34 -0.14 0.079
H -0.50 4.57 0.96 0.136
H -2.83 1.31 4.14 0.103
H -2.83 -1.21 4.19 0.103
H -0.42 -4.59 1.21 0.139
H 0.20 -3.40 0.11 0.049
S 1.14 -0.01 5.59 1.064
C 1.85 0.00 7.13 -0.345
C 3.24 0.01 7.07 -0.112
C 3.72 0.01 5.76 -0.065
C 2.72 -0.01 4.80 -0.443
C 2.86 -0.03 3.38 -0.153
C 1.70 -0.06 2.56 -0.039
N 1.73 -0.07 1.25 0.014
C 2.93 -0.03 0.62 -0.154
C 4.16 -0.03 1.34 -0.092
C 5.37 -0.03 0.59 0.048
C 5.37 -0.03 -0.77 0.037
C 4.15 0.00 -1.51 -0.090
C 4.09 0.01 -2.91 0.132
C 2.84 0.11 -3.54 -0.153
C 1.70 0.20 -2.73 -0.144
N 1.71 0.12 -1.40 -0.074
C 2.92 0.02 -0.79 -0.123
C 2.71 0.09 -4.98 -0.343
C 3.63 -0.17 -5.94 -0.010
C 3.12 -0.14 -7.29 -0.056
C 1.82 0.16 -7.40 -0.251
S 1.13 0.55 -5.80 0.820
C 4.10 -0.03 2.73 0.114
H 1.24 0.00 8.01 0.092
H 3.86 0.01 7.95 0.131
H 4.78 0.01 5.54 0.126
H 0.73 -0.09 3.04 0.074
H 6.31 -0.03 1.13 0.145
H 6.30 -0.04 -1.32 0.143
H 5.00 -0.03 -3.48 0.149
H 0.75 0.37 -3.20 -0.022
H 4.66 -0.42 -5.77 0.145
H 3.76 -0.33 -8.15 0.153
H 1.21 0.23 -8.27 0.114
H 5.01 -0.02 3.31 0.144
S -4.14 -0.81 -3.37 0.150
Sb -1.90 -0.45 -3.38 0.453
S -1.26 1.31 -1.60 0.237
S -0.69 -1.79 -1.61 0.224
S -0.19 -0.99 -5.48 0.308
```

Properties
**Charge**: +4
**E_HOMO**: -17.32 eV
**Frontier orbital gap**: 3.3327 eV

=====

Density functional theory data (the ωB97M-V functional and the def2-TZVPD basis) for a molecular structure, C26H19BrN2NiPSe.

Structure (XYZ):
```
51
Properties=species:S:1:pos:R:3:lowdin_charge:R:1
Ni 0.07 1.09 2.37 0.388
C -1.67 -5.14 -2.10 -0.109
C -1.66 -3.88 -2.68 -0.092
C -1.41 -2.75 -1.91 -0.079
C -1.17 -2.86 -0.54 -0.371
C -1.22 -4.14 0.03 -0.128
C -1.45 -5.27 -0.74 -0.100
P -0.99 -1.45 0.62 1.136
C -0.93 0.08 -0.43 -0.454
C -0.07 0.03 -1.65 -0.110
C -0.41 0.71 -2.75 -0.093
C -1.64 1.51 -2.80 -0.084
C -2.53 1.51 -1.81 -0.039
C -2.34 0.69 -0.57 -0.299
C 0.77 -1.47 1.08 -0.383
C 1.71 -2.44 0.75 -0.104
C 3.03 -2.32 1.16 -0.115
C 3.40 -1.22 1.92 -0.110
C 2.47 -0.24 2.25 -0.106
C 1.14 -0.34 1.83 -0.210
H -1.86 -6.02 -2.71 0.094
H -1.84 -3.77 -3.74 0.098
H -1.40 -1.78 -2.38 0.085
H -1.08 -4.24 1.10 0.102
H -1.47 -6.24 -0.27 0.097
H 0.85 -0.54 -1.60 0.117
H 0.23 0.69 -3.62 0.099
H -1.81 2.11 -3.68 0.093
H -3.43 2.11 -1.88 0.102
H -3.17 -0.01 -0.45 0.129
H 1.42 -3.30 0.15 0.090
H 3.75 -3.07 0.90 0.091
H 4.43 -1.12 2.26 0.093
H 2.78 0.61 2.85 0.095
N -2.14 1.54 0.63 0.046
C -0.68 1.20 0.64 -0.366
H -2.61 1.14 1.43 0.095
Br 2.87 6.14 -0.48 0.678
C 1.77 4.62 -0.16 -0.698
C 0.50 4.79 0.33 -0.129
C -0.30 3.67 0.55 -0.026
C 0.17 2.38 0.28 -0.200
C 1.48 2.25 -0.20 -0.032
C 2.28 3.35 -0.43 -0.125
H 0.12 5.78 0.55 0.096
H -1.31 3.79 0.91 0.106
H 1.89 1.26 -0.37 0.109
H 3.28 3.23 -0.81 0.097
Se -0.01 3.07 6.84 0.371
C 0.07 2.36 5.20 -0.947
N 0.13 1.89 4.13 0.000
```

Properties
**Charge**: -1
**E_HOMO**: -4.79 eV
**Frontier orbital gap**: 7.3698 eV

=====

The records above yield M values of 590.787; 657.569; 978.975; 607.983 g/mol, respectively.
The records above yield largest force on an atom values of 0.010; 0.037; 0.046; 0.008 Eh/bohr, respectively.